Entry A
DFT (the ωB97M-V functional and the def2-TZVPD basis) results for an isolated ion of composition C4H8NO2 and charge -1.

* gap between HOMO and LUMO: 0.28206 Eh
* 2S+1: 1
* net charge: -1
* molar mass: 102.1 u
* SMILES string: CC(C)NC(=O)[O-]

Geometry (Å):
C1 0.70 -1.35 0.26
C2 0.06 0.06 0.43
C3 1.15 1.10 0.70
N1 -0.67 0.43 -0.77
C4 -1.98 -0.03 -1.04
O1 -2.59 0.62 -1.93
O2 -2.33 -1.07 -0.44
H1 -0.04 -1.98 -0.24
H2 1.54 -1.33 -0.45
H3 1.00 -1.73 1.23
H4 -0.68 -0.09 1.22
H5 2.12 0.61 0.88
H6 0.90 1.72 1.57
H7 1.21 1.78 -0.14
H8 -0.40 1.25 -1.29

***

Entry B
DFT (the ωB97M-V functional and the def2-TZVPD basis) results for an isolated ion of composition C4H8NO2 and charge -1.

* gap between HOMO and LUMO: 0.22777 Eh
* 2S+1: 1
* net charge: -1
* molar mass: 102.1 u
* SMILES string: O=CNCCC[O-]

Geometry (Å):
O1 2.27 -0.67 2.18
C1 2.01 0.09 1.28
N1 0.80 0.09 0.65
C2 0.52 0.85 -0.46
C3 -0.67 0.35 -1.35
C4 -1.94 -0.37 -0.64
O2 -2.85 -0.40 -1.52
H1 2.84 0.69 0.98
H2 0.09 -0.49 1.20
H3 1.34 0.85 -1.13
H4 0.43 1.86 -0.04
H5 -1.03 1.22 -1.90
H6 -0.24 -0.39 -2.06
H7 -1.64 -1.42 -0.21
H8 -2.20 0.10 0.35

***

How far above the most stable structure does each one sit? In eV: entry A 0.000; entry B 2.843.

***

Entry A
DFT (the ωB97M-V functional and the def2-TZVPD basis) results for an isolated ion of composition C4H8NO2 and charge -1.

* gap between HOMO and LUMO: 0.30257 Eh
* 2S+1: 1
* net charge: -1
* molar mass: 102.1 u
* SMILES string: C[C@H](N)CC(=O)[O-]

Geometry (Å):
C1 -0.62 -2.38 0.69
C2 -0.03 -0.97 0.66
N1 -1.00 -0.04 1.34
C3 0.10 -0.42 -0.80
C4 0.53 1.09 -0.83
O1 1.12 1.54 0.21
O2 0.28 1.73 -1.86
H1 -0.33 -2.82 1.66
H2 -1.69 -2.37 0.81
H3 -0.25 -2.89 -0.21
H4 0.93 -0.98 1.15
H5 -1.37 0.66 0.70
H6 -0.28 0.57 1.74
H7 -0.75 -0.73 -1.40
H8 1.00 -0.88 -1.28

***

Entry B
DFT (the ωB97M-V functional and the def2-TZVPD basis) results for an isolated ion of composition C4H8NO2 and charge -1.

* gap between HOMO and LUMO: 0.25391 Eh
* 2S+1: 1
* net charge: -1
* molar mass: 102.1 u
* SMILES string: C[C@H](C=O)NC[O-]

Geometry (Å):
C1 1.75 -0.17 -0.51
C2 0.23 -0.21 -0.26
C3 -0.51 -0.91 -1.36
O1 -0.37 -2.06 -1.70
N1 -0.30 1.16 -0.05
C4 -0.48 1.43 1.49
O2 -0.39 0.38 2.26
H1 2.22 -0.20 0.48
H2 2.07 -1.07 -1.04
H3 1.98 0.80 -0.94
H4 0.06 -0.72 0.70
H5 -1.32 -0.31 -1.84
H6 -1.25 1.08 -0.42
H7 -1.46 1.99 1.51
H8 0.27 2.24 1.66

***

Entry C
DFT (the ωB97M-V functional and the def2-TZVPD basis) results for an isolated ion of composition C4H8NO2 and charge -1.

* gap between HOMO and LUMO: 0.24679 Eh
* 2S+1: 1
* net charge: -1
* molar mass: 102.1 u
* SMILES string: C[C@H](C=O)NC[O-]

Geometry (Å):
C1 -0.15 -0.41 1.46
C2 -0.49 0.20 0.14
C3 -1.96 0.25 -0.21
O1 -2.68 1.20 -0.02
N1 0.24 -0.22 -1.11
C4 1.75 -0.06 -0.90
O2 2.12 1.07 -0.34
H1 -0.51 0.26 2.25
H2 -0.62 -1.37 1.69
H3 0.93 -0.50 1.54
H4 -0.11 1.23 0.13
H5 -2.42 -0.72 -0.50
H6 -0.19 0.30 -1.86
H7 2.16 -0.27 -1.95
H8 1.93 -0.96 -0.29

***

Entry D
DFT (the ωB97M-V functional and the def2-TZVPD basis) results for C4H8NO2 as an isolated structure.

* gap between HOMO and LUMO: 0.22592 Eh
* 2S+1: 1
* net charge: -1
* molar mass: 102.1 u

Geometry (Å):
C1 0.96 -1.09 1.50
N1 1.60 -0.20 0.59
C2 0.61 -0.80 -1.54
C3 0.71 0.26 -0.45
C4 -0.80 0.73 -0.04
O1 -1.65 -0.31 -0.08
O2 -1.24 1.87 0.09
H1 0.64 -2.02 0.98
H2 -0.03 -0.65 1.92
H3 1.61 -1.31 2.39
H4 -0.92 -0.13 0.88
H5 0.00 -1.65 -1.19
H6 0.14 -0.31 -2.40
H7 1.59 -1.14 -1.84
H8 1.19 1.11 -0.92

***

How far above the most stable structure does each one sit? In eV: entry A 0.000; entry B 1.938; entry C 2.251; entry D 4.738.

***

Entry A
DFT (the ωB97M-V functional and the def2-TZVPD basis) results for C10H21NO3Rb as an isolated structure.

* gap between HOMO and LUMO: 0.14420 Eh
* 2S+1: 1
* net charge: +1
* molar mass: 288.8 u

Geometry (Å):
Rb1 4.91 -0.12 -6.48
C1 0.83 -0.22 -1.82
C2 -0.02 0.66 -0.85
C3 -0.14 -0.15 0.48
N1 -0.31 0.70 1.71
C4 -0.39 -0.12 3.04
C5 -0.92 0.74 4.26
C6 -2.19 1.45 3.87
C7 -1.99 2.26 2.70
C8 -1.64 1.51 1.42
C9 0.97 1.60 1.87
H1 0.97 0.26 -2.79
H2 0.47 -1.25 -1.81
H3 1.81 -0.28 -1.35
H4 -0.96 0.87 -1.37
H5 0.44 1.65 -0.78
H6 0.80 -0.66 0.69
H7 -0.90 -0.93 0.40
H8 -1.01 -0.98 2.79
H9 0.57 -0.55 3.34
H10 -1.16 0.09 5.10
H11 -0.20 1.41 4.72
H12 -2.98 0.74 3.64
H13 -2.56 2.02 4.73
H14 -2.84 2.89 2.43
H15 -1.38 3.13 2.93
H16 -2.45 0.86 1.10
H17 -1.41 2.27 0.67
H18 1.19 2.33 1.09
H19 1.85 0.96 1.91
H20 0.88 2.14 2.81
O1 2.17 -5.83 -8.67
C10 2.14 -4.76 -7.94
O2 1.00 -4.42 -7.61
O3 3.19 -4.15 -7.64
H21 1.27 -6.16 -8.58

***

Entry B
DFT (the ωB97M-V functional and the def2-TZVPD basis) results for C10H21NO3Rb as an isolated structure.

* gap between HOMO and LUMO: 0.14021 Eh
* 2S+1: 1
* net charge: +1
* molar mass: 288.8 u

Geometry (Å):
Rb1 -5.05 1.13 -11.11
C1 -1.26 3.55 -7.88
C2 -0.65 3.85 -9.26
C3 0.94 3.63 -9.16
N1 1.67 3.96 -10.49
C4 1.62 2.77 -11.48
C5 2.30 1.41 -10.99
C6 3.73 1.67 -10.54
C7 3.99 2.89 -9.68
C8 3.23 4.13 -10.26
C9 1.25 5.27 -11.16
H1 -2.35 3.63 -7.91
H2 -0.62 4.08 -7.18
H3 -1.09 2.50 -7.65
H4 -1.01 4.78 -9.70
H5 -0.99 3.03 -9.90
H6 1.27 2.70 -8.69
H7 1.24 4.35 -8.39
H8 0.58 2.54 -11.69
H9 2.10 3.19 -12.37
H10 1.65 1.10 -10.18
H11 2.24 0.65 -11.76
H12 4.00 0.82 -9.92
H13 4.26 1.72 -11.49
H14 3.58 2.77 -8.67
H15 5.05 3.12 -9.56
H16 3.30 4.97 -9.55
H17 3.71 4.57 -11.13
H18 0.21 5.07 -11.44
H19 1.94 5.42 -11.99
H20 1.24 5.95 -10.30
O1 -2.25 -2.60 -6.69
C10 -1.71 -2.40 -7.92
O2 -2.26 -1.72 -8.79
O3 -0.75 -3.01 -8.23
H21 -1.51 -3.08 -6.32

***

How far above the most stable structure does each one sit? In eV: entry A 0.000; entry B 0.419.

***

Entry A
DFT (the ωB97M-V functional and the def2-TZVPD basis) results for a 4-piece molecular cluster, C3H15N2O3 overall.

* gap between HOMO and LUMO: 0.33766 Eh
* 2S+1: 1
* net charge: +1
* molar mass: 127.2 u

Geometry (Å):
C1 -0.16 2.21 -1.33
C2 0.35 0.99 -0.59
C3 0.16 -0.29 -0.94
N1 -0.58 -0.77 -1.95
N2 1.27 1.27 0.53
H1 -1.05 1.99 -1.91
H2 0.69 2.60 -1.89
H3 -0.45 2.94 -0.58
H4 0.76 -1.01 -0.38
H5 -1.13 -0.20 -2.57
H6 -0.84 -1.74 -1.97
H7 2.14 0.75 0.39
H8 0.95 0.97 1.45
H9 1.46 2.27 0.58
H10 -1.21 0.31 4.60
H11 -1.24 -0.80 3.59
O1 -0.67 -0.07 3.90
H12 -3.48 -3.75 -2.47
H13 -3.32 -4.26 -3.95
O2 -2.86 -3.91 -3.18
H14 3.63 0.74 2.94
H15 2.24 1.26 3.30
O3 2.83 1.12 2.55

***

Entry B
DFT (the ωB97M-V functional and the def2-TZVPD basis) results for a 4-piece molecular cluster, C3H15N2O3 overall.

* gap between HOMO and LUMO: 0.34282 Eh
* 2S+1: 1
* net charge: +1
* molar mass: 127.2 u

Geometry (Å):
C1 1.66 0.83 -1.17
C2 0.56 -0.17 -0.94
C3 -0.61 -0.22 -1.58
N1 -0.91 0.60 -2.65
N2 0.95 -1.11 0.10
H1 2.67 0.47 -0.96
H2 1.49 1.68 -0.49
H3 1.70 1.34 -2.13
H4 -1.52 -0.69 -1.22
H5 -0.19 1.04 -3.19
H6 -1.81 1.06 -2.61
H7 1.76 -1.68 -0.15
H8 0.17 -1.74 0.39
H9 1.27 -0.67 0.97
H10 -1.56 2.13 2.21
H11 -0.80 3.41 2.49
O1 -0.76 2.61 1.93
H12 -1.25 -3.29 -0.53
H13 -1.48 -3.59 0.95
O2 -1.18 -2.92 0.34
H14 -0.58 -0.02 3.22
H15 0.28 0.94 2.44
O3 0.14 0.00 2.58

***

How far above the most stable structure does each one sit? In eV: entry A 0.289; entry B 0.000.

***

Entry A
DFT (the ωB97M-V functional and the def2-TZVPD basis) results for C4H8O3S in the gas phase.

* gap between HOMO and LUMO: 0.28096 Eh
* 2S+1: 1
* net charge: 0
* molar mass: 136.2 u

Geometry (Å):
C1 1.23 0.13 -0.41
C2 0.54 1.27 -0.08
C3 -1.64 1.53 1.11
C4 -0.96 1.38 -0.25
O1 1.36 -3.48 0.09
O2 0.64 -3.49 -2.32
O3 0.87 -1.16 -0.82
S1 1.61 -2.94 -1.40
H1 0.84 -2.98 0.75
H2 2.27 0.27 -0.15
H3 1.13 1.94 0.46
H4 -1.80 2.59 1.32
H5 -0.97 1.25 1.80
H6 -2.52 0.99 1.25
H7 -1.27 2.22 -0.78
H8 -1.33 0.47 -0.57

***

Entry B
DFT (the ωB97M-V functional and the def2-TZVPD basis) results for C4H8O3S in the gas phase.

* gap between HOMO and LUMO: 0.39261 Eh
* 2S+1: 1
* net charge: 0
* molar mass: 136.2 u
* SMILES string: CS(=O)(=O)C1(O)CC1

Geometry (Å):
C1 -1.68 1.04 -0.91
S1 -0.08 0.44 -1.32
O1 -0.31 -0.77 -2.08
O2 0.77 1.38 -2.01
C2 0.63 -0.01 0.39
O3 0.64 1.17 1.12
C3 0.04 -1.19 1.00
C4 1.58 -1.27 0.85
H1 -2.49 0.90 -1.61
H2 -1.88 0.29 0.05
H3 -1.66 2.00 -0.48
H4 1.02 1.96 0.72
H5 -0.50 -1.92 0.41
H6 -0.34 -1.23 1.99
H7 2.08 -1.02 1.69
H8 2.18 -1.77 0.18

***

How far above the most stable structure does each one sit? In eV: entry A 0.499; entry B 0.000.